# C31H25Cl3N3O3PdS

A molecular structure, C31H25Cl3N3O3PdS in a non-equilibrium geometry (wB97M-V/def2-TZVPD, OMol25).

Computed properties:
- E (eV) = -95043.75825
- net charge = +1

Atoms and positions in Å:
C -1.52754 0.22214 4.21369
O -0.32574 2.11300 -0.14942
C 0.81908 -3.77091 1.35492
C -0.19631 0.02332 3.89495
O -1.79116 1.69932 1.48711
C 2.64010 1.35624 -1.32413
H 5.24826 0.40112 4.96204
Cl -1.04921 4.73249 2.02953
H -2.55623 -4.01653 1.47973
C 2.14316 -1.75187 0.53894
N -0.22605 -1.76878 0.68425
Pd -0.16638 0.15059 0.19684
Cl -1.18430 4.73331 -0.85535
C 3.28786 0.83050 4.20542
C 0.89846 -2.46862 0.89010
H 3.51959 1.82153 -1.76233
C -4.85329 -0.82836 0.23376
C -1.69671 -2.10188 4.80461
H -4.13789 -2.40141 1.51595
C 2.80381 1.99128 6.68958
C 2.06147 1.39835 4.49859
C 4.48917 -1.39710 0.50976
C -1.44531 -2.29048 0.86642
H -2.92911 2.34025 -1.63327
H 4.81487 1.42060 7.16630
C 4.28135 0.83731 5.17507
C -3.14566 0.30742 -1.00800
C -2.28028 -0.85203 4.67596
H 5.49236 -1.69053 0.78949
H 1.71720 -4.35288 1.50189
C -1.27003 2.43187 0.66726
H 2.62230 2.44816 7.65296
C -1.72723 3.92443 0.60449
H 3.55507 -3.04092 1.53008
O 1.45806 0.82996 2.00801
C -3.87457 -1.63817 0.79731
C -0.35585 -2.29250 4.47420
N -2.21174 -0.45439 -0.43819
H -1.64918 1.26104 -2.20399
H -1.97118 1.19884 4.07417
N 1.94769 -0.65510 -0.20152
C -1.57641 -3.58290 1.34487
H 1.90919 1.14406 -2.10421
H 2.17871 2.05895 -0.62603
H -2.27925 -2.93595 5.17564
H 3.45583 0.40783 3.22241
H -5.89084 -0.96027 0.50966
S 0.77677 1.39335 3.23483
H -3.32101 -0.70902 4.93491
C 1.80899 1.99222 5.72640
H -3.27296 1.21990 -2.93319
H -0.51181 -5.33543 1.96245
Cl -3.50047 3.96463 0.69721
C -4.49278 0.12797 -0.69054
C 0.39933 -1.22819 4.01828
C -2.56481 -1.43244 0.42562
C -0.42966 -4.31997 1.59897
C 2.97585 0.10384 -0.58155
C 4.03721 1.41294 6.41432
H 0.84357 2.44533 5.92112
H 5.11033 0.34895 -0.57214
C 3.40627 -2.16044 0.92046
C 4.27905 -0.26130 -0.24820
H -5.23907 0.75063 -1.16429
H 0.09792 -3.26807 4.59397
H 1.44676 -1.35702 3.77007
C -2.71380 1.33677 -2.00451